P:
This record from OMol25 describes 2 unconnected molecules or ions with the total composition C2H6NO2. The level of theory is the ωB97M-V functional and the def2-TZVPD basis.

Atoms and positions in Å:
C: 0.7170 1.3915 1.4341
N: 1.2510 0.9020 0.3993
H: -0.1087 0.8541 1.8776
H: 1.0546 2.3081 1.9052
H: 2.0087 1.3914 -0.0797
H: 0.9229 0.0022 -0.0551
O: 0.3561 -1.3699 -0.7234
C: -0.7903 -1.5443 -1.0469
O: -1.6844 -0.5624 -0.9797
H: -1.1996 -2.5027 -1.3849
H: -2.5273 -0.8700 -1.3466

**M**: 76.075 g/mol
**E_HOMO**: -15.791 eV
**Gap between HOMO and LUMO**: 10.89 eV
**Net charge**: +1

---

Q:
This record from OMol25 describes a gas-phase ion, C2H6NO2 (charge +1). The level of theory is the ωB97M-V functional and the def2-TZVPD basis.

Atoms and positions in Å:
C: 1.4440 -0.1685 0.3451
C: 0.0481 0.2296 0.3908
N: -0.9320 -0.4745 -0.7678
O: 0.9217 0.9233 -0.3134
O: -0.8140 0.6695 1.2952
H: 2.0187 -0.0443 1.2790
H: 1.7686 -0.8895 -0.2974
H: -1.7855 -0.0422 -0.6116
H: -1.0554 -1.4828 -0.6285
H: -0.6253 -0.2813 -1.6601
H: -0.9889 1.5607 0.9687

**M**: 76.075 g/mol
**Structure (SMILES)**: [NH3+][C@@]1(O)CO1
**E_HOMO**: -16.794 eV
**Gap between HOMO and LUMO**: 13.03 eV
**Net charge**: +1

---

Best to worst by energy: P, Q.

---

P:
This record from OMol25 describes a single C2H3NO molecule. The level of theory is the ωB97M-V functional and the def2-TZVPD basis.

Atoms and positions in Å:
C: 0.2504 -0.2005 0.3313
C: -0.5333 0.8835 -0.4039
N: 1.1194 -0.8903 -0.2574
O: -1.8373 0.7043 -0.2028
H: -0.1504 -0.5373 1.2440
H: -0.2171 1.7737 -0.9393
H: 1.3683 -1.7334 0.2282

**M**: 57.052 g/mol
**Structure (SMILES)**: [H]/N=C/C=O
**E_HOMO**: -10.375 eV
**Gap between HOMO and LUMO**: 10.01 eV

---

Q:
This record from OMol25 describes 2 unconnected molecules or ions with the total composition C2H3NO. The level of theory is the ωB97M-V functional and the def2-TZVPD basis.

Atoms and positions in Å:
C: 0.0305 -0.8058 -0.3075
C: -1.0279 -0.4324 -0.7552
N: 0.6344 0.7483 1.8821
O: 0.0104 1.7372 1.9962
H: 0.9772 -1.0216 0.0720
H: -1.9073 -0.4519 -1.3406
H: 0.2918 0.1546 1.0671

**M**: 57.052 g/mol
**Structure (SMILES)**: C#C.N=O
**E_HOMO**: -8.758 eV
**Gap between HOMO and LUMO**: 8.91 eV

---

Best to worst by energy: P, Q.

---

P:
This record from OMol25 describes a single CHClO3S molecule. The level of theory is the ωB97M-V functional and the def2-TZVPD basis.

Atoms and positions in Å:
C: -0.0612 -0.3069 0.4372
O: 1.0447 -0.6661 0.4761
O: -0.7051 -0.0068 -1.0848
O: -0.9981 -0.0319 1.1967
S: 0.4736 0.0490 -2.1920
Cl: -0.9046 -0.1570 2.9518
H: 1.1507 1.1197 -1.7851

**M**: 128.536 g/mol
**Structure (SMILES)**: O=C(OS)OCl
**E_HOMO (spin up / spin down)**: -9.014 / -9.014 eV
**Gap between HOMO and LUMO (spin up / spin down)**: 6.71 / 6.70 eV

---

Q:
This record from OMol25 describes a single CHClO3S molecule. The level of theory is the ωB97M-V functional and the def2-TZVPD basis.

Atoms and positions in Å:
C: -0.4321 -0.1053 -0.4101
O: -0.4462 0.6503 -1.3096
O: 0.6144 -1.0081 -0.1320
O: -1.2902 -0.1531 0.5756
S: 2.1278 -0.3782 -0.0991
Cl: -2.6661 0.7960 0.3182
H: 2.0924 0.1985 1.0570

**M**: 128.536 g/mol
**Structure (SMILES)**: O=C(OS)OCl
**E_HOMO**: -9.861 eV
**Gap between HOMO and LUMO**: 9.04 eV

---

Best to worst by energy: Q, P.

---

P:
This record from OMol25 describes a molecular structure, C4H8FNO. The level of theory is the ωB97M-V functional and the def2-TZVPD basis.

Atoms and positions in Å:
C: -0.3170 -2.2850 0.0922
C: -1.0763 -0.8053 0.1050
C: 0.0961 0.2568 -0.0303
C: -0.2040 1.8241 -0.3728
H: -0.8689 -3.1543 -0.7017
H: 0.8880 -1.8932 -0.3757
H: -0.2112 -2.5893 1.2666
H: -1.6560 -0.5702 0.9389
H: -1.6449 -0.7320 -0.8231
H: 0.3047 2.6290 0.3615
H: 0.1464 2.0637 -1.2316
H: 2.6911 1.2798 1.0836
N: 1.3594 0.2436 0.2528
O: 2.0248 1.4841 0.0426
F: -1.5322 2.2484 -0.6079

**M**: 105.112 g/mol
**E_HOMO**: -9.644 eV
**Gap between HOMO and LUMO**: 10.05 eV

---

Q:
This record from OMol25 describes a single C4H8FNO molecule. The level of theory is the ωB97M-V functional and the def2-TZVPD basis.

Atoms and positions in Å:
C: 0.1637 -1.4141 -1.6164
C: -0.2389 -1.0314 -0.1897
C: 0.0354 0.3656 0.2770
C: -0.3554 0.7556 1.6955
H: -0.1772 -2.4376 -1.7211
H: -0.2291 -0.7564 -2.3179
H: 1.2894 -1.3859 -1.7277
H: 0.1944 -1.6422 0.5888
H: -1.2879 -1.2792 0.0268
H: 0.5797 0.7998 2.3526
H: -1.0005 1.6710 1.7866
H: 1.0290 2.9423 -0.7568
N: 0.6044 1.1812 -0.4739
O: 0.6840 2.4936 0.0112
F: -1.2909 -0.2625 2.0650

**M**: 105.112 g/mol
**Structure (SMILES)**: CC/C(CF)=N/O
**E_HOMO**: -9.809 eV
**Gap between HOMO and LUMO**: 10.77 eV

---

Best to worst by energy: Q, P.

---

P:
This record from OMol25 describes 12 unconnected molecules or ions with the total composition C2H26O13. The level of theory is the ωB97M-V functional and the def2-TZVPD basis.

Atoms and positions in Å:
O: 26.1122 -7.5157 -18.9209
H: 25.7494 -7.0824 -18.1174
H: 25.8428 -8.5026 -18.8134
H: 25.6265 -7.1836 -19.7017
C: 24.4106 -11.7300 -18.8735
C: 24.7514 -10.2712 -18.6459
O: 23.9057 -9.4169 -18.9952
O: 25.8147 -9.9664 -18.0092
H: 25.2832 -12.3745 -18.9229
H: 23.7820 -11.8737 -19.7482
H: 23.8040 -11.9639 -17.9913
O: 25.1784 -10.7876 -15.4316
H: 25.7458 -11.5577 -15.3084
H: 25.3914 -10.4680 -16.3318
O: 29.0495 -10.1268 -17.3501
H: 29.0469 -11.0855 -17.4259
H: 28.1655 -9.8626 -17.6321
O: 21.9836 -6.7837 -19.0006
H: 22.3628 -5.9968 -19.4031
H: 22.3767 -7.5269 -19.4815
O: 25.2166 -15.1832 -18.3595
H: 25.6310 -15.7739 -17.7245
H: 25.2711 -14.3165 -17.9425
O: 20.2384 -11.0322 -17.8984
H: 20.1354 -11.7325 -17.2468
H: 20.9163 -11.3534 -18.5001
O: 22.9825 -8.1524 -16.5423
H: 22.5663 -7.6947 -17.2860
H: 23.5680 -8.7926 -16.9580
O: 24.7303 -9.9871 -23.0294
H: 24.4697 -10.2891 -22.1529
H: 24.6404 -10.7634 -23.5911
O: 22.7985 -11.9223 -14.3656
H: 22.2596 -12.5385 -14.8676
H: 23.6075 -11.7888 -14.8928
O: 24.4103 -14.2093 -15.6722
H: 23.4947 -13.9209 -15.6527
H: 24.3677 -15.1594 -15.5236
O: 21.2422 -9.1009 -21.0127
H: 21.8200 -9.7954 -20.6761
H: 20.4586 -9.5643 -21.3247

**M**: 258.217 g/mol
**E_HOMO**: -10.412 eV
**Gap between HOMO and LUMO**: 9.53 eV

---

Q:
This record from OMol25 describes 12 unconnected molecules or ions with the total composition C2H26O13. The level of theory is the ωB97M-V functional and the def2-TZVPD basis.

Atoms and positions in Å:
O: -24.8826 2.9262 -17.0837
H: -24.8197 3.8286 -17.4539
H: -23.9808 2.6710 -16.6697
H: -25.1724 2.2486 -17.7264
C: -20.3906 2.7486 -17.4252
C: -21.8667 2.6323 -17.0841
O: -22.4133 3.3824 -16.2268
O: -22.5687 1.7948 -17.7274
H: -20.3950 2.9850 -18.4783
H: -19.8928 1.8258 -17.1309
H: -19.9936 3.5500 -16.8125
O: -22.5703 6.0198 -15.4962
H: -22.5239 5.0354 -15.6582
H: -22.5540 6.4211 -16.3738
O: -21.6269 -0.3207 -14.9810
H: -22.5526 -0.3019 -15.2496
H: -21.1412 -0.4751 -15.7996
O: -19.9347 6.5788 -14.8020
H: -19.5697 5.7251 -15.0562
H: -20.9105 6.4623 -14.8713
O: -22.9113 -0.6707 -19.2341
H: -22.3238 -1.2188 -18.7044
H: -22.9005 0.1994 -18.7971
O: -16.8087 3.3076 -18.9820
H: -16.7911 3.4681 -19.9329
H: -17.6821 2.9379 -18.8197
O: -17.3874 5.5526 -17.0059
H: -16.5088 5.4263 -17.3799
H: -17.4512 4.9058 -16.2781
O: -19.4869 2.1742 -20.6813
H: -19.9224 1.3608 -20.3947
H: -20.1620 2.8578 -20.5820
O: -20.0771 5.9135 -18.4459
H: -20.2257 5.3660 -19.2275
H: -19.2655 5.5576 -18.0409
O: -18.4004 4.0069 -14.8253
H: -18.9100 3.1851 -14.8395
H: -17.6764 3.8395 -14.2065
O: -22.0547 4.1619 -20.1023
H: -22.6613 4.8909 -19.9269
H: -22.3717 3.4280 -19.5479

**M**: 258.217 g/mol
**E_HOMO**: -9.608 eV
**Gap between HOMO and LUMO**: 8.33 eV

---

Best to worst by energy: Q, P.